Entry from the OMol25 dataset: a single C21H23N3OS molecule (ωB97M-V/def2-TZVPD).

Atoms and positions in Å:
C (-3.18, -1.59, -1.19)
C (-3.75, -1.27, 0.19)
C (-2.70, -0.82, 1.20)
C (-1.65, -1.88, 1.55)
N (-0.65, -2.03, 0.52)
C (-0.30, -3.22, 0.01)
O (-0.79, -4.28, 0.33)
C (0.81, -3.12, -1.04)
S (2.39, -2.67, -0.26)
C (2.39, -0.93, -0.41)
N (1.32, -0.34, -0.91)
C (1.36, 1.00, -1.09)
C (0.16, 1.61, -1.74)
C (-0.90, 2.03, -0.75)
C (-0.58, 2.43, 0.54)
C (-1.57, 2.84, 1.42)
C (-2.89, 2.87, 1.01)
C (-3.22, 2.49, -0.27)
C (-2.23, 2.07, -1.15)
N (2.36, 1.77, -0.77)
C (3.45, 1.21, -0.21)
C (4.53, 2.02, 0.17)
C (5.65, 1.45, 0.72)
C (5.73, 0.07, 0.92)
C (4.69, -0.75, 0.56)
C (3.53, -0.19, 0.00)
H (-2.59, -2.50, -1.16)
H (-2.56, -0.77, -1.53)
H (-3.99, -1.73, -1.90)
H (-4.27, -2.15, 0.58)
H (-4.49, -0.47, 0.10)
H (-2.19, 0.06, 0.83)
H (-3.21, -0.54, 2.13)
H (-1.15, -1.60, 2.48)
H (-2.12, -2.86, 1.68)
H (-0.22, -1.19, 0.14)
H (0.59, -2.36, -1.79)
H (0.97, -4.09, -1.50)
H (-0.27, 0.90, -2.45)
H (0.49, 2.50, -2.28)
H (0.45, 2.42, 0.86)
H (-1.30, 3.14, 2.42)
H (-3.66, 3.19, 1.70)
H (-4.25, 2.51, -0.60)
H (-2.50, 1.78, -2.16)
H (4.45, 3.09, 0.01)
H (6.48, 2.08, 1.02)
H (6.62, -0.36, 1.35)
H (4.74, -1.82, 0.70)

HOMO-LUMO gap (eV): 8.50
Lowest unoccupied orbital energy (hartree): -0.0112
Highest occupied orbital energy (Ha): -0.3235
SMILES: CCCCNC(=O)CSc1nc(Cc2ccccc2)nc2ccccc12

Here are the Mulliken charges for atoms 1 to 5, given in e: -0.81, -0.63, 0.53, -0.86, 0.32

---

Entry from the OMol25 dataset: a single C21H23N3OS molecule (ωB97M-V/def2-TZVPD).

Atoms and positions in Å:
C (-1.16, 4.97, 1.36)
N (-0.38, 4.24, 0.40)
C (0.28, 3.07, 0.64)
C (0.93, 2.67, -0.49)
S (1.93, 1.24, -0.72)
C (2.47, 0.89, 0.99)
C (1.39, 0.21, 1.82)
O (0.88, 0.80, 2.76)
N (1.04, -1.05, 1.49)
C (1.48, -1.81, 0.34)
C (0.30, -1.99, -0.63)
N (-0.82, -2.63, 0.03)
C (-0.91, -4.02, 0.04)
C (-0.71, -4.73, -1.15)
C (-0.85, -6.10, -1.20)
C (-1.21, -6.81, -0.07)
C (-1.44, -6.12, 1.11)
C (-1.29, -4.75, 1.17)
C (-1.22, -1.86, 1.19)
C (-0.07, -1.68, 2.18)
C (0.65, 3.63, -1.51)
C (1.02, 3.76, -2.85)
C (0.56, 4.85, -3.55)
C (-0.26, 5.81, -2.94)
C (-0.64, 5.70, -1.62)
C (-0.18, 4.60, -0.90)
H (-1.13, 4.45, 2.31)
H (-2.20, 5.05, 1.03)
H (-0.76, 5.98, 1.49)
H (0.25, 2.62, 1.61)
H (3.36, 0.26, 0.90)
H (2.73, 1.83, 1.46)
H (2.30, -1.32, -0.17)
H (1.81, -2.80, 0.69)
H (0.63, -2.58, -1.48)
H (-0.02, -1.01, -0.99)
H (-0.46, -4.20, -2.06)
H (-0.69, -6.61, -2.14)
H (-1.32, -7.88, -0.11)
H (-1.72, -6.66, 2.00)
H (-1.46, -4.26, 2.11)
H (-2.08, -2.32, 1.66)
H (-1.53, -0.87, 0.82)
H (-0.36, -1.03, 3.01)
H (0.26, -2.65, 2.57)
H (1.65, 3.02, -3.31)
H (0.83, 4.98, -4.58)
H (-0.61, 6.65, -3.53)
H (-1.28, 6.44, -1.16)

HOMO-LUMO gap (eV): 8.10
Lowest unoccupied orbital energy (hartree): 0.0239
Highest occupied orbital energy (Ha): -0.2737
SMILES: Cn1cc(SCC(=O)N2CCN(c3ccccc3)CC2)c2ccccc21

Here are the Mulliken charges for atoms 1 to 5, given in e: -1.05, 0.19, -0.22, 0.47, -0.24

---

Entry from the OMol25 dataset: a single C21H23N5O3S molecule (ωB97M-V/def2-TZVPD).

Atoms and positions in Å:
C (1.14, -0.48, -5.47)
C (-0.15, 0.12, -4.94)
C (-0.88, -0.84, -3.99)
C (-0.07, -1.10, -2.77)
N (0.13, -0.07, -1.96)
C (0.84, -0.26, -0.86)
S (1.11, 1.05, 0.24)
C (0.05, 2.33, -0.52)
C (-1.33, 2.32, 0.11)
O (-2.29, 1.87, -0.48)
N (-1.40, 2.84, 1.36)
C (-0.27, 3.41, 2.10)
C (-0.80, 3.75, 3.50)
C (-2.27, 3.47, 3.39)
C (-3.27, 3.66, 4.32)
C (-4.57, 3.31, 3.99)
C (-4.85, 2.77, 2.75)
C (-3.86, 2.57, 1.80)
C (-2.57, 2.93, 2.14)
C (1.41, -1.51, -0.58)
C (2.21, -1.75, 0.60)
O (2.47, -0.88, 1.41)
N (2.66, -3.05, 0.72)
C (3.48, -3.40, 1.87)
C (2.42, -4.08, -0.17)
O (2.86, -5.19, 0.01)
N (1.65, -3.78, -1.28)
C (1.36, -4.82, -2.24)
C (1.14, -2.53, -1.50)
N (0.40, -2.32, -2.58)
H (1.64, 0.21, -6.15)
H (0.94, -1.41, -6.01)
H (1.83, -0.71, -4.66)
H (0.07, 1.05, -4.40)
H (-0.81, 0.37, -5.77)
H (-1.07, -1.79, -4.49)
H (-1.82, -0.38, -3.68)
H (0.56, 3.28, -0.41)
H (-0.05, 2.06, -1.57)
H (0.55, 2.69, 2.14)
H (0.08, 4.31, 1.58)
H (-0.35, 3.12, 4.26)
H (-0.61, 4.79, 3.77)
H (-3.04, 4.07, 5.29)
H (-5.36, 3.45, 4.71)
H (-5.87, 2.50, 2.51)
H (-4.08, 2.16, 0.84)
H (4.45, -3.77, 1.55)
H (2.98, -4.18, 2.45)
H (3.59, -2.50, 2.47)
H (1.75, -4.53, -3.22)
H (0.29, -4.96, -2.32)
H (1.85, -5.73, -1.90)

HOMO-LUMO gap (eV): 8.32
Lowest unoccupied orbital energy (hartree): 0.0056
Highest occupied orbital energy (Ha): -0.3002
SMILES: CCCc1nc(SCC(=O)N2CCc3ccccc32)c2c(=O)n(C)c(=O)n(C)c2n1

Here are the Mulliken charges for atoms 1 to 5, given in e: -1.13, -0.36, -0.85, -0.03, -0.19

---

Entry from the OMol25 dataset: a molecular structure, C21H23N5O5S2 in a non-equilibrium geometry (ωB97M-V/def2-TZVPD).

Atoms and positions in Å:
C (-6.39, -0.75, 0.54)
C (-5.22, 0.20, 0.77)
H (-5.45, 1.21, 0.43)
H (-4.95, 0.22, 1.83)
O (-4.07, -0.18, 0.01)
C (-3.29, -1.13, 0.55)
O (-3.48, -1.66, 1.62)
N (-2.24, -1.42, -0.26)
C (-1.97, -0.66, -1.47)
H (-2.66, -0.97, -2.27)
C (-0.53, -0.90, -1.91)
N (0.38, -0.80, -0.78)
C (1.38, 0.10, -0.82)
O (1.52, 0.89, -1.75)
C (2.40, 0.07, 0.32)
N (3.32, 1.17, 0.18)
S (2.89, 2.56, 0.98)
O (2.64, 2.21, 2.34)
O (3.89, 3.54, 0.68)
C (1.35, 3.11, 0.23)
C (1.38, 4.12, -0.70)
C (0.20, 4.60, -1.31)
C (-1.02, 4.09, -0.98)
C (-1.09, 3.06, -0.02)
N (-2.17, 2.44, 0.43)
S (-1.72, 1.33, 1.50)
N (-0.13, 1.56, 1.43)
C (0.12, 2.55, 0.58)
H (-1.93, 4.46, -1.42)
H (0.28, 5.39, -2.04)
H (2.34, 4.54, -0.94)
H (3.54, 1.37, -0.79)
C (3.17, -1.23, 0.33)
C (3.58, -1.81, -0.86)
C (4.32, -2.98, -0.85)
C (4.66, -3.58, 0.35)
C (4.26, -3.00, 1.55)
C (3.52, -1.83, 1.54)
H (3.21, -1.37, 2.46)
H (4.53, -3.45, 2.49)
H (5.24, -4.49, 0.36)
H (4.64, -3.43, -1.78)
H (3.32, -1.34, -1.80)
H (1.90, 0.23, 1.29)
C (0.11, -1.66, 0.35)
H (0.09, -1.06, 1.27)
C (-1.24, -2.36, 0.17)
H (-1.15, -3.17, -0.57)
H (-1.57, -2.79, 1.11)
H (0.91, -2.41, 0.46)
H (-0.23, -0.14, -2.63)
H (-0.42, -1.89, -2.36)
H (-2.15, 0.40, -1.28)
H (-6.63, -0.80, -0.52)
H (-6.13, -1.74, 0.90)
H (-7.26, -0.39, 1.08)

HOMO-LUMO gap (eV): 8.25
Lowest unoccupied orbital energy (hartree): -0.0375
Highest occupied orbital energy (Ha): -0.3408

Here are the Mulliken charges for atoms 1 to 5, given in e: -1.25, -0.29, 0.37, 0.35, -0.30

---

Entry from the OMol25 dataset: a single C21H23NO3 molecule (ωB97M-V/def2-TZVPD).

Atoms and positions in Å:
C (6.47, 1.01, -1.15)
O (5.51, 1.89, -0.61)
C (4.35, 1.37, -0.13)
C (3.43, 2.29, 0.37)
C (2.22, 1.86, 0.86)
C (1.89, 0.51, 0.87)
N (0.65, 0.10, 1.39)
C (-0.21, -0.78, 0.81)
C (-0.08, -1.22, -0.46)
C (-0.97, -2.19, -1.06)
O (-0.81, -2.62, -2.19)
C (-2.13, -2.67, -0.20)
C (-2.56, -1.66, 0.87)
C (-3.24, -0.43, 0.33)
C (-3.12, 0.01, -0.99)
C (-3.75, 1.17, -1.41)
C (-4.51, 1.93, -0.53)
C (-5.21, 3.17, -1.00)
C (-4.64, 1.49, 0.78)
C (-4.01, 0.33, 1.20)
C (-1.33, -1.26, 1.69)
C (2.83, -0.43, 0.42)
O (2.49, -1.74, 0.56)
C (3.31, -2.72, -0.02)
C (4.04, 0.01, -0.10)
H (6.85, 0.31, -0.39)
H (6.08, 0.45, -2.00)
H (7.29, 1.64, -1.49)
H (3.69, 3.34, 0.35)
H (1.50, 2.58, 1.23)
H (0.32, 0.60, 2.21)
H (0.71, -0.85, -1.10)
H (-1.79, -3.58, 0.30)
H (-2.96, -2.94, -0.84)
H (-3.27, -2.16, 1.54)
H (-2.54, -0.56, -1.70)
H (-3.64, 1.48, -2.43)
H (-5.37, 3.86, -0.18)
H (-4.63, 3.67, -1.78)
H (-6.18, 2.92, -1.43)
H (-5.23, 2.06, 1.48)
H (-4.13, 0.01, 2.22)
H (-0.97, -2.12, 2.25)
H (-1.60, -0.48, 2.41)
H (2.78, -3.66, 0.13)
H (3.43, -2.56, -1.10)
H (4.29, -2.77, 0.46)
H (4.76, -0.71, -0.45)

HOMO-LUMO gap (eV): 8.35
Lowest unoccupied orbital energy (hartree): 0.0241
Highest occupied orbital energy (Ha): -0.2827
SMILES: COc1ccc(NC2=CC(=O)C[C@H](c3ccc(C)cc3)C2)c(OC)c1

Here are the Mulliken charges for atoms 1 to 5, given in e: -0.81, -0.47, 0.30, -0.82, -0.56

---

Entry from the OMol25 dataset: a molecular structure, C21H24ClHoN2O10 in a non-equilibrium geometry (ωB97M-V/def2-TZVPD).

Atoms and positions in Å:
Ho (0.68, -0.16, -0.82)
C (2.93, -0.46, 1.93)
C (1.77, -0.49, 2.90)
O (0.59, -0.40, 2.13)
C (-0.59, -0.35, 2.89)
C (-1.76, -0.18, 1.93)
O (-1.47, 0.67, 0.84)
C (-1.66, 2.06, 1.03)
C (-0.47, 2.71, 1.69)
O (0.69, 2.25, 1.04)
C (1.87, 2.59, 1.75)
C (3.03, 1.85, 1.13)
O (2.74, 0.48, 0.88)
H (3.01, -1.42, 1.42)
H (3.86, -0.26, 2.46)
H (1.80, 0.35, 3.61)
H (1.80, -1.42, 3.47)
H (-0.53, 0.48, 3.60)
H (-0.73, -1.27, 3.47)
H (-2.63, 0.18, 2.48)
H (-2.02, -1.14, 1.49)
H (-2.56, 2.25, 1.61)
H (-1.80, 2.47, 0.03)
H (-0.42, 2.45, 2.76)
H (-0.56, 3.80, 1.63)
H (1.74, 2.32, 2.81)
H (2.06, 3.66, 1.71)
H (3.91, 1.94, 1.76)
H (3.25, 2.27, 0.15)
O (-0.20, -0.10, -5.00)
C (0.12, 0.17, -3.86)
O (0.47, -0.65, -2.92)
C (0.17, 1.63, -3.46)
C (0.41, 2.57, -4.46)
C (0.54, 3.90, -4.11)
C (0.39, 4.25, -2.78)
C (0.15, 3.26, -1.85)
N (0.04, 1.96, -2.17)
H (0.50, 2.21, -5.47)
H (0.74, 4.64, -4.87)
H (0.48, 5.28, -2.45)
H (0.05, 3.51, -0.81)
O (2.68, -1.13, -1.25)
N (3.18, -0.16, -1.89)
O (2.52, 0.90, -1.74)
Cl (-4.21, -7.21, -0.10)
C (-3.23, -5.78, -0.22)
C (-3.71, -4.70, -0.94)
C (-2.93, -3.55, -1.03)
C (-1.69, -3.50, -0.40)
C (-1.23, -4.60, 0.31)
C (-2.00, -5.75, 0.41)
C (-0.87, -2.26, -0.47)
O (-1.35, -1.23, -1.00)
O (0.30, -2.26, 0.03)
H (-4.67, -4.76, -1.44)
H (-3.27, -2.69, -1.58)
H (-0.25, -4.55, 0.78)
H (-1.65, -6.62, 0.96)

HOMO-LUMO gap (spin up / spin down) (eV): 9.12 / 9.12
Lowest unoccupied orbital energy (spin up / spin down) (hartree): 0.0054 / 0.0054
Spin multiplicity: 5
Highest occupied orbital energy (spin up / spin down) (Ha): -0.3298 / -0.3299
⟨S²⟩: 6.00

Here are the Mulliken charges for atoms 1 to 5, given in e: 0.50, -0.78, -0.78, 0.38, -0.95

---

Entry from the OMol25 dataset: a molecular structure, C21H24ClMoN in a non-equilibrium geometry (ωB97M-V/def2-TZVPD).

Atoms and positions in Å:
C (1.60, -5.44, -0.61)
C (0.38, -6.30, -0.96)
C (2.64, -5.61, -1.71)
C (2.19, -5.96, 0.71)
Cl (1.10, -3.62, -0.44)
H (2.92, -6.67, -1.80)
H (3.55, -5.05, -1.49)
H (2.25, -5.29, -2.68)
H (0.69, -7.35, -1.06)
H (-0.06, -5.99, -1.91)
H (-0.38, -6.24, -0.18)
H (2.48, -7.01, 0.59)
H (1.47, -5.89, 1.52)
H (3.09, -5.39, 0.99)
C (-1.44, 1.27, -2.07)
C (-0.06, 0.97, -2.37)
C (0.14, -0.42, -2.10)
H (0.67, 1.65, -2.81)
C (-1.03, -0.91, -1.40)
C (-2.01, 0.14, -1.41)
H (-3.02, 0.05, -1.04)
H (-1.96, 2.15, -2.43)
H (0.97, -1.02, -2.46)
H (-1.20, -1.91, -1.03)
C (0.92, 0.84, 2.27)
C (1.51, 1.93, 1.59)
C (2.05, 1.46, 0.34)
H (1.70, 2.92, 2.00)
C (2.00, 0.00, 0.38)
C (1.18, -0.37, 1.52)
H (0.96, -1.39, 1.83)
H (0.44, 0.87, 3.26)
H (2.55, 2.04, -0.43)
H (2.61, -0.67, -0.21)
Mo (-0.07, 0.64, -0.17)
N (-1.02, 2.20, 0.45)
C (-1.44, 3.26, 0.72)
C (-1.98, 4.55, 1.03)
C (-1.36, 5.38, 1.99)
C (-1.85, 6.67, 2.19)
C (-2.92, 7.12, 1.41)
C (-3.65, 6.24, 0.61)
C (-3.17, 4.95, 0.41)
H (-0.52, 4.99, 2.57)
H (-1.41, 7.30, 2.95)
H (-3.22, 8.16, 1.46)
H (-4.59, 6.53, 0.15)
H (-3.70, 4.22, -0.21)

HOMO-LUMO gap (spin up / spin down) (eV): 7.29 / 6.86
Lowest unoccupied orbital energy (spin up / spin down) (hartree): -0.2874 / -0.3159
Spin multiplicity: 3
Highest occupied orbital energy (spin up / spin down) (Ha): -0.5553 / -0.5680
Charge: +2
⟨S²⟩: 2.03

Here are the Mulliken charges for atoms 1 to 5, given in e: 0.89, -1.38, -1.37, -1.35, -0.16

---

Entry from the OMol25 dataset: a single C21H24ClN3O3 molecule (ωB97M-V/def2-TZVPD).

Atoms and positions in Å:
C (7.29, -1.48, -2.03)
C (5.86, -1.87, -1.64)
C (5.67, -1.67, -0.14)
O (5.89, -2.57, 0.64)
N (5.29, -0.44, 0.28)
C (4.94, 0.67, -0.58)
C (4.36, 1.81, 0.27)
N (3.31, 1.32, 1.13)
C (1.98, 1.37, 0.75)
C (1.54, 1.83, -0.49)
C (0.20, 1.91, -0.81)
C (-0.76, 1.52, 0.11)
N (-2.14, 1.57, -0.15)
C (-2.77, 1.89, -1.29)
O (-2.26, 2.25, -2.33)
C (-4.30, 1.80, -1.14)
O (-4.72, 0.85, -0.19)
C (-4.54, -0.47, -0.46)
C (-3.93, -0.98, -1.60)
C (-3.81, -2.35, -1.77)
C (-4.28, -3.23, -0.81)
C (-4.88, -2.73, 0.33)
C (-5.01, -1.37, 0.51)
Cl (-5.75, -0.74, 1.94)
C (-0.34, 1.06, 1.36)
C (1.00, 0.99, 1.68)
C (3.74, 0.28, 2.05)
C (5.15, -0.20, 1.71)
H (7.48, -0.42, -1.84)
H (8.00, -2.06, -1.46)
H (7.45, -1.67, -3.09)
H (5.14, -1.30, -2.22)
H (5.72, -2.93, -1.84)
H (4.17, 0.36, -1.30)
H (5.81, 1.03, -1.14)
H (5.15, 2.24, 0.90)
H (3.99, 2.61, -0.37)
H (2.25, 2.13, -1.25)
H (-0.10, 2.26, -1.78)
H (-2.73, 1.29, 0.63)
H (-4.67, 2.76, -0.78)
H (-4.74, 1.61, -2.13)
H (-3.54, -0.32, -2.35)
H (-3.33, -2.73, -2.66)
H (-4.18, -4.29, -0.95)
H (-5.25, -3.40, 1.10)
H (-1.08, 0.76, 2.09)
H (1.28, 0.66, 2.66)
H (3.74, 0.66, 3.08)
H (3.05, -0.56, 1.99)
H (5.35, -1.15, 2.21)
H (5.91, 0.52, 2.04)

HOMO-LUMO gap (eV): 8.15
Lowest unoccupied orbital energy (hartree): 0.0229
Highest occupied orbital energy (Ha): -0.2765
SMILES: CCC(=O)N1CCN(c2ccc(NC(=O)COc3ccccc3Cl)cc2)CC1

Here are the Mulliken charges for atoms 1 to 5, given in e: -1.06, -0.42, 0.68, -0.68, 0.26

---

E_tot (computed, eV): -39505.0814 -39503.9376 -46581.4967 -61509.6214 -29782.4861 -83944.7265 -38017.8287 -45302.4786
Relative energy (zero: lowest compared OMol25 entry of this formula, charge and spin) (computed, eV): 0.0154 1.1592 0.0000 0.0433 1.4804 0.3256 0.0000 0.7686